Below is CH2O3S as an isolated structure at a distorted geometry, with properties calculated with wB97M-V/def2-TZVPD.

Last column: Mulliken charge in e.
Element x y z (Å)
C1 0.683838 0.066591 0.727356  0.215
O1 2.778235 0.135619 2.494151  -0.433
O2 1.588087 -0.835128 0.373730  -0.243
O3 -0.968279 -0.674065 0.315468  -0.596
S1 1.660757 -0.641773 2.087744  0.485
H1 0.769434 1.109997 0.204842  0.280
H2 -0.998697 -0.500091 -0.675209  0.293

Forces on the atoms, in the same order (eV/Å):
C -3.37 0.30 -2.30
O 0.93 0.90 0.29
O 1.03 -0.66 0.21
O 3.51 2.18 -0.22
S -1.85 -0.66 -1.14
H -0.47 -1.85 1.41
H 0.22 -0.21 1.74

## Properties
- E_tot (a.u.) = -663.070892
- LUMO level (eV) = -0.02
- frontier orbital gap (eV) = 10.82

---

Below is CH2O4 in the gas phase at a distorted geometry, with properties calculated with wB97M-V/def2-TZVPD.

Last column: Mulliken charge in e.
Element x y z (Å)
O1 0.543111 1.464812 -0.048870  -0.496
C1 0.926562 0.116789 0.023709  0.875
O2 -0.224095 -0.595674 0.006632  -0.470
O3 2.016981 -0.331936 0.710278  -0.291
O4 2.022299 -0.215734 -0.694746  -0.280
H1 -0.429543 1.408700 0.217841  0.368
H2 0.002826 -1.472912 0.011278  0.293

Forces on the atoms, in the same order (eV/Å):
O -1.01 -1.80 1.18
C -0.99 2.46 -0.76
O -0.36 2.67 0.00
O -0.19 0.05 3.32
O 0.06 -0.14 -3.27
H 1.83 0.53 -0.54
H 0.66 -3.76 0.08

## Properties
- E_tot (a.u.) = -340.143769
- LUMO level (eV) = 0.54
- frontier orbital gap (eV) = 11.18
- SMILES string = OC1(O)OO1

---

Below is CH2O4Pt as an isolated structure at a distorted geometry, with properties calculated with wB97M-V/def2-TZVPD.

Last column: Mulliken charge in e.
Element x y z (Å)
O1 -0.227221 0.752036 0.973888  -0.493
C1 -0.822706 0.163902 -0.036355  0.436
O2 -1.300686 -1.004573 0.100806  -0.638
O3 -0.265903 0.507870 -1.163434  -0.524
Pt1 1.322979 1.007908 -0.025223  -0.143
H1 1.221230 -1.507168 0.234807  0.332
O4 1.946481 -0.747784 0.186461  -0.252
H2 2.755431 -1.127932 -0.165537  0.283

Forces on the atoms, in the same order (eV/Å):
O -5.18 0.53 3.81
C 0.99 -5.49 0.16
O -1.11 1.95 -0.03
O -2.10 0.71 -2.00
Pt 5.67 8.62 -2.73
H 1.63 1.84 -0.19
O -0.11 -8.12 1.27
H 0.21 -0.04 -0.28

## Properties
- <S²> = 3.755
- charge = -1
- E_tot (a.u.) = -459.425935
- LUMO level (alpha / beta) (eV) = 3.23 / 3.06
- frontier orbital gap (alpha / beta) (eV) = 5.04 / 7.40
- 2S+1 = 4

---

Below is CH2O4Si as an isolated structure at a distorted geometry, with properties calculated with wB97M-V/def2-TZVPD.

Last column: Mulliken charge in e.
Element x y z (Å)
C1 -2.709077 -0.267198 0.023035  0.957
O1 -3.816756 -0.755530 -0.044704  -0.467
O2 -2.821492 1.011116 -0.079674  -0.204
O3 -1.562732 -0.815952 0.158774  -0.287
O4 -1.015051 1.696673 0.094632  -0.249
Si1 -0.259461 0.275937 0.039997  0.405
H1 0.498428 -0.023156 1.241667  -0.072
H2 0.318827 -0.035910 -1.253164  -0.082

Forces on the atoms, in the same order (eV/Å):
C -1.61 -1.37 -0.04
O 0.09 -0.44 0.08
O 3.23 3.29 0.09
O 0.79 -0.58 0.08
O -3.50 0.37 -0.17
Si 0.01 -1.36 0.07
H 0.53 0.09 0.08
H 0.46 0.00 -0.20

## Properties
- E_tot (a.u.) = -629.680216
- LUMO level (eV) = -3.64
- frontier orbital gap (eV) = 7.88

---

Below is an isolated ion of composition CH2O5P and charge -1 at a distorted geometry, with properties calculated with wB97M-V/def2-TZVPD.

Last column: Mulliken charge in e.
Element x y z (Å)
C1 0.896942 -0.509307 -0.066401  0.147
O1 -1.451636 1.628158 -0.062154  -0.673
O2 -2.429999 -0.751329 0.078925  -0.696
O3 -0.021032 -0.360048 -1.150308  -0.422
O4 0.026682 -0.387081 1.080886  -0.525
O5 1.780331 0.500840 0.092944  -0.504
P1 -1.278816 0.153564 -0.078040  0.978
H1 1.368852 -1.438822 -0.190487  0.334
H2 1.108679 1.164024 0.294635  0.360

Forces on the atoms, in the same order (eV/Å):
C -2.07 0.20 1.30
O 0.61 -0.38 -0.22
O 0.14 -0.23 -0.57
O -1.01 0.75 1.14
O -1.41 -0.03 -2.56
O 0.86 0.63 -1.01
P 1.48 -0.81 1.45
H 0.85 -1.30 0.18
H 0.54 1.15 0.30

## Properties
- charge = -1
- E_tot (a.u.) = -757.039829
- LUMO level (eV) = 4.08
- frontier orbital gap (eV) = 9.67

---

Below is CH2O5S in the gas phase at a distorted geometry, with properties calculated with wB97M-V/def2-TZVPD.

Last column: Mulliken charge in e.
Element x y z (Å)
O1 -0.655832 -0.570050 -0.326421  -0.552
C1 -0.424782 0.597379 -0.239104  0.335
O2 0.765588 1.028432 0.026150  -0.279
S1 2.107844 0.006577 -0.032700  1.176
O3 3.066756 0.669883 0.783724  -0.507
O4 2.482971 -0.399129 -1.361509  -0.512
O5 1.506559 -1.238107 0.680336  -0.461
H1 -1.028497 1.533376 -0.401313  0.339
H2 0.577694 -1.227642 0.266311  0.460

Forces on the atoms, in the same order (eV/Å):
O -1.83 -0.83 -0.38
C -0.70 1.24 -0.72
O 2.88 1.04 0.04
S 2.39 -1.16 0.05
O -0.94 -0.21 -0.36
O -1.23 1.23 0.88
O -0.21 0.87 -0.05
H -0.43 -1.34 0.17
H 0.07 -0.84 0.37

## Properties
- E_tot (a.u.) = -813.669281
- LUMO level (eV) = 0.19
- frontier orbital gap (eV) = 12.08
- SMILES string = O=COS(=O)(=O)O

---

Below is an isolated ion of composition CH2O7S2 and charge -2 at a distorted geometry, with properties calculated with wB97M-V/def2-TZVPD.

Last column: Mulliken charge in e.
Element x y z (Å)
C1 -0.302152 0.349704 0.226053  0.097
O1 -2.903373 -0.170665 1.163012  -0.589
O2 1.698340 0.904153 -1.352769  -0.805
O3 -3.731058 1.617578 -0.451450  -0.540
O4 1.267957 2.677930 0.307211  -0.702
O5 2.113374 0.565082 1.129584  -0.756
O6 0.021878 -0.894661 -0.301451  -0.516
O7 -1.236833 0.953555 -0.456650  -0.491
S1 -3.064464 0.346439 -0.218927  0.510
S2 1.277584 1.240897 0.066659  1.153
H1 -0.419485 0.404198 1.411848  0.242
H2 0.450420 -0.581827 -1.055116  0.397

Forces on the atoms, in the same order (eV/Å):
C 0.59 0.73 3.32
O -0.86 0.85 -0.59
O -0.55 0.22 1.66
O -0.36 0.45 0.61
O -0.88 0.17 -0.17
O -0.95 0.58 -1.57
O -1.43 -1.59 2.57
O -2.70 1.08 -1.07
S 2.02 -1.14 0.24
S 3.60 -0.62 0.14
H -0.14 -0.92 -2.30
H 1.64 0.20 -2.83

## Properties
- charge = -2
- E_tot (a.u.) = -1362.381556
- LUMO level (eV) = 5.81
- frontier orbital gap (eV) = 7.04

---

Below is an isolated ion of composition CH2OPS and charge -1 at a distorted geometry, with properties calculated with wB97M-V/def2-TZVPD.

Last column: Mulliken charge in e.
Element x y z (Å)
O1 -2.241230 2.044096 -0.053044  -0.504
C1 -1.646781 1.022980 0.094368  0.282
P1 0.093287 0.583622 0.388242  -0.131
S1 -2.670498 -0.841108 0.043299  -0.710
H1 -0.374905 0.436979 1.787740  0.060
H2 0.209597 1.922417 0.782673  0.002

Forces on the atoms, in the same order (eV/Å):
O 0.84 0.41 0.07
C -3.70 -3.87 -0.84
P -0.68 0.37 1.84
S 1.76 2.78 0.09
H 0.70 -0.50 -1.06
H 1.08 0.82 -0.11

## Properties
- charge = -1
- E_tot (a.u.) = -854.073109
- LUMO level (eV) = 4.20
- frontier orbital gap (eV) = 7.06
- SMILES string = [O-]C(P)=S